ORCA calculation (the ωB97M-V functional and the def2-TZVPD basis) on a cluster of 11 separate species, C41H80Cl4O20S10 in total at a distorted geometry.

Results
- Total energy: -8937.553839 Eh
- SMILES string: ClC(Cl)(Cl)Cl.O=S1(=O)CCCC1.O=S1(=O)CCCC1.O=S1(=O)CCCC1.O=S1(=O)CCCC1.O=S1(=O)CCCC1.O=S1(=O)CCCC1.O=S1(=O)CCCC1.O=S1(=O)CCCC1.O=S1(=O)CCCC1.O=S1(=O)CCCC1
- Gap between HOMO and LUMO: 10.04 eV
- F_max: 3.38 eV Å⁻¹

Geometry as ORCA input:
```
! wB97M-V def2-TZVPD RIJCOSX def2/J DEFGRID3
* xyz 0 1
Cl 1.325 -3.406 2.705
C 0.268 -2.617 3.848
Cl -0.037 -3.595 5.285
Cl 1.090 -1.128 4.333
Cl -1.244 -2.150 3.038
O -1.224 2.946 1.729
S -1.407 4.104 0.929
O -0.359 5.071 0.796
C -2.091 3.557 -0.648
C -3.588 3.783 -0.498
C -3.772 5.082 0.256
C -2.877 4.952 1.502
H -1.831 2.480 -0.651
H -1.697 4.148 -1.439
H -4.080 3.850 -1.480
H -3.941 2.930 0.093
H -4.771 5.307 0.608
H -3.436 5.888 -0.363
H -3.468 4.334 2.213
H -2.622 5.911 1.892
O -4.589 2.926 3.439
S -4.087 2.251 4.598
O -4.934 2.157 5.767
C -3.369 0.629 4.349
C -2.341 0.486 5.445
C -1.535 1.795 5.312
C -2.568 2.942 5.071
H -2.816 0.629 3.385
H -4.199 -0.101 4.333
H -2.866 0.490 6.352
H -1.723 -0.396 5.336
H -0.853 1.707 4.472
H -0.947 2.067 6.176
H -2.207 3.681 4.344
H -2.801 3.451 6.011
O 6.956 0.083 0.799
S 5.617 -0.469 0.765
O 4.530 0.281 0.102
C 5.693 -2.206 0.254
C 5.107 -3.069 1.431
C 5.335 -2.216 2.731
C 5.078 -0.753 2.440
H 6.741 -2.374 0.223
H 5.255 -2.412 -0.742
H 4.031 -3.242 1.238
H 5.596 -4.035 1.484
H 6.316 -2.424 3.184
H 4.608 -2.501 3.481
H 5.599 -0.076 3.095
H 3.982 -0.620 2.487
O -3.853 3.620 -3.707
S -3.920 2.226 -4.085
O -4.754 1.350 -3.316
C -4.250 2.038 -5.804
C -3.232 1.027 -6.300
C -1.931 1.407 -5.571
C -2.291 1.546 -4.136
H -3.997 2.986 -6.314
H -5.312 1.777 -5.837
H -3.504 0.012 -6.093
H -3.180 1.143 -7.369
H -1.548 2.307 -6.032
H -1.137 0.674 -5.722
H -1.552 2.082 -3.530
H -2.500 0.616 -3.687
O 4.944 -6.127 -1.334
S 3.570 -5.741 -1.507
O 2.903 -5.293 -0.312
C 3.536 -4.580 -2.867
C 2.590 -5.159 -3.951
C 2.820 -6.673 -3.816
C 2.695 -7.075 -2.386
H 4.552 -4.611 -3.246
H 3.285 -3.583 -2.495
H 1.588 -4.869 -3.737
H 2.971 -4.753 -4.872
H 3.829 -6.983 -4.192
H 2.077 -7.250 -4.364
H 3.196 -7.994 -2.127
H 1.668 -7.055 -2.092
O 1.988 2.727 5.580
S 2.677 2.423 4.379
O 3.260 1.131 4.165
C 1.605 2.657 2.976
C 2.616 3.039 1.866
C 3.562 4.098 2.493
C 3.848 3.628 3.930
H 1.006 3.544 3.136
H 1.008 1.764 2.883
H 3.060 2.136 1.499
H 2.012 3.488 1.065
H 3.100 5.114 2.412
H 4.490 4.121 1.893
H 3.707 4.423 4.628
H 4.808 3.169 4.160
O -0.610 -4.043 -2.321
S -1.195 -5.025 -1.514
O -0.977 -6.405 -1.843
C -0.882 -4.789 0.286
C -2.307 -4.734 0.925
C -3.338 -5.479 -0.064
C -2.940 -4.831 -1.419
H -0.315 -3.879 0.461
H -0.409 -5.749 0.557
H -2.224 -5.078 1.958
H -2.651 -3.727 0.876
H -4.338 -5.099 0.236
H -3.263 -6.586 -0.072
H -3.041 -3.778 -1.389
H -3.385 -5.325 -2.272
O -3.630 -1.732 1.279
S -3.701 -0.464 0.565
O -2.592 0.448 0.746
C -4.316 -0.773 -1.071
C -5.863 -0.848 -0.922
C -6.214 0.303 0.059
C -5.187 0.312 1.178
H -3.944 -1.726 -1.445
H -3.899 0.066 -1.689
H -6.439 -0.717 -1.847
H -6.160 -1.780 -0.425
H -7.160 0.107 0.552
H -6.199 1.228 -0.500
H -5.493 -0.389 1.985
H -4.990 1.316 1.546
O 5.997 3.209 -2.843
S 4.664 3.559 -3.296
O 4.448 3.750 -4.716
C 3.358 2.336 -2.697
C 2.455 3.191 -1.811
C 3.343 4.357 -1.196
C 4.102 4.928 -2.353
H 3.904 1.603 -2.083
H 2.882 1.900 -3.584
H 1.601 3.589 -2.349
H 1.998 2.535 -1.056
H 4.061 3.947 -0.477
H 2.707 5.126 -0.719
H 4.974 5.518 -2.135
H 3.473 5.540 -3.017
O -1.385 -0.732 -1.633
S -0.168 -0.039 -1.286
O -0.004 1.308 -1.739
C 0.080 -0.222 0.500
C 1.559 -0.593 0.579
C 1.754 -1.661 -0.487
C 1.091 -1.116 -1.787
H -0.654 -0.896 0.889
H -0.095 0.755 0.912
H 2.202 0.226 0.212
H 1.814 -0.878 1.589
H 1.306 -2.588 -0.229
H 2.846 -1.706 -0.658
H 0.670 -1.897 -2.372
H 1.826 -0.529 -2.350
*
```



ORCA calculation (the ωB97M-V functional and the def2-TZVPD basis) on a cluster of 11 separate species, C41H81BF14I3N10O12S in total at a distorted geometry.

Results
- Total energy: -5775.885239 Eh
- Gap between HOMO and LUMO: 5.83 eV
- F_max: 1.50 eV Å⁻¹

Geometry as ORCA input:
```
! wB97M-V def2-TZVPD RIJCOSX def2/J DEFGRID3
* xyz -1 1
C 0.831 -5.810 0.604
C 0.974 -4.423 -0.020
C -0.275 -3.913 -0.723
I -1.815 -3.508 0.756
B 0.081 -2.605 -1.731
C -0.009 -3.186 -3.286
C -1.353 -2.952 -3.954
C -2.508 -3.688 -3.311
I -2.502 -5.781 -3.758
O -0.813 -1.448 -1.508
C -0.124 -0.288 -1.141
C -0.602 0.023 0.276
C -0.541 0.797 -2.130
C -2.061 1.006 -2.165
C -2.563 2.252 -1.480
F -1.796 2.713 -0.475
F -2.593 3.283 -2.397
C -4.036 2.207 -0.998
F -4.355 3.400 -0.462
F -4.813 2.020 -2.081
C -4.361 1.144 0.069
F -4.306 -0.080 -0.428
F -3.409 1.271 1.006
C -5.671 1.276 0.923
F -5.611 2.374 1.648
F -5.657 0.232 1.739
S -7.370 1.271 0.042
F -8.021 2.016 1.272
F -7.012 2.649 -0.621
F -6.775 0.489 -1.211
F -7.782 -0.114 0.682
F -8.764 1.310 -0.699
C 1.422 -0.641 -1.191
C 2.151 -0.043 -2.420
C 3.587 -0.526 -2.605
C 4.626 0.381 -1.995
F 5.907 0.017 -2.452
C 2.231 -0.594 0.111
C 2.602 0.749 0.812
C 2.204 2.036 0.121
I 1.935 0.772 2.864
O 1.419 -2.038 -1.498
H 1.792 -6.150 0.993
H 0.116 -5.806 1.422
H 0.523 -6.520 -0.162
H 1.274 -3.708 0.742
H 1.750 -4.489 -0.783
H -0.678 -4.753 -1.283
H 0.748 -2.657 -3.872
H 0.264 -4.243 -3.343
H -1.604 -1.892 -3.983
H -1.311 -3.275 -4.998
H -3.466 -3.315 -3.655
H -2.498 -3.614 -2.229
H -0.246 -0.725 0.972
H -1.684 -0.072 0.267
H -0.366 1.024 0.625
H -0.023 1.745 -1.984
H -0.267 0.452 -3.120
H -2.347 1.129 -3.206
H -2.535 0.090 -1.820
H 2.096 1.045 -2.468
H 1.578 -0.412 -3.265
H 3.715 -1.532 -2.218
H 3.807 -0.575 -3.671
H 4.477 1.421 -2.284
H 4.667 0.275 -0.914
H 3.175 -1.070 -0.138
H 1.761 -1.258 0.825
H 3.678 0.766 0.927
H 2.763 2.142 -0.804
H 1.140 2.130 -0.049
H 2.496 2.880 0.745
O -5.649 -4.547 -0.308
C -6.551 -3.783 -0.558
N -7.837 -4.214 -0.757
C -6.331 -2.290 -0.675
H -8.595 -3.593 -0.965
H -8.013 -5.202 -0.691
H -5.597 -2.110 -1.460
H -5.924 -1.922 0.266
H -7.247 -1.743 -0.905
O 5.005 -1.225 1.673
C 5.981 -1.156 2.389
N 7.153 -1.774 2.053
C 5.978 -0.385 3.687
H 7.974 -1.732 2.627
H 7.181 -2.288 1.189
H 5.211 -0.792 4.344
H 5.735 0.656 3.479
H 6.940 -0.422 4.194
O 7.169 1.883 5.552
C 8.296 2.231 5.851
N 8.887 1.829 7.006
C 9.118 3.130 4.958
H 9.811 2.111 7.270
H 8.359 1.236 7.623
H 8.580 4.066 4.816
H 9.235 2.648 3.989
H 10.103 3.346 5.369
O -7.866 -0.406 -6.463
C -7.759 -0.403 -5.243
N -6.673 0.035 -4.562
C -8.884 -0.910 -4.369
H -6.625 0.019 -3.560
H -5.878 0.393 -5.072
H -9.085 -1.948 -4.626
H -9.778 -0.322 -4.570
H -8.650 -0.846 -3.307
O 3.371 0.378 6.777
C 3.397 1.595 6.707
N 4.449 2.254 6.163
C 2.275 2.458 7.240
H 4.505 3.257 6.118
H 5.204 1.703 5.783
H 2.147 2.256 8.302
H 1.357 2.194 6.720
H 2.467 3.522 7.098
O 5.097 5.561 6.038
C 5.522 5.914 7.125
N 6.795 6.354 7.282
C 4.674 5.873 8.374
H 7.171 6.623 8.172
H 7.387 6.382 6.470
H 4.345 4.848 8.539
H 3.798 6.502 8.223
H 5.211 6.215 9.258
O 7.928 3.339 9.610
C 7.052 2.488 9.582
N 6.429 2.131 8.436
C 6.593 1.772 10.833
H 5.701 1.441 8.390
H 6.709 2.589 7.584
H 6.225 2.509 11.544
H 7.444 1.258 11.276
H 5.805 1.047 10.635
O -1.017 -8.644 -5.712
C -1.960 -9.392 -5.578
N -2.773 -9.722 -6.626
C -2.320 -10.006 -4.244
H -3.564 -10.328 -6.531
H -2.568 -9.315 -7.522
H -2.511 -9.204 -3.533
H -1.473 -10.590 -3.889
H -3.198 -10.649 -4.297
O -0.954 1.319 -6.515
C -0.987 2.526 -6.643
N 0.078 3.209 -7.164
C -2.183 3.351 -6.245
H 0.080 4.204 -7.275
H 0.889 2.680 -7.432
H -2.375 3.197 -5.189
H -3.055 3.024 -6.805
H -2.027 4.418 -6.423
O -5.116 2.745 -6.752
C -6.106 3.399 -7.027
N -7.316 2.815 -7.184
C -6.052 4.900 -7.200
H -8.153 3.325 -7.391
H -7.378 1.809 -7.080
H -5.353 5.135 -8.001
H -5.685 5.345 -6.277
H -7.023 5.330 -7.441
*
```